Computed, not measured: a 2-piece molecular cluster, C4H10N3 overall at a distorted geometry, with ωB97M-V/def2-TZVPD.

XYZ file:
```
17
Properties=species:S:1:pos:R:3
C -1.1225 -0.6244 -1.5100
C -1.8600 0.5090 -1.4575
C 0.0020 -0.5759 -0.6884
C 0.7953 -1.7238 -0.4123
N -0.1242 0.5714 -0.0742
N 1.1851 1.1910 1.9979
N -1.1881 1.2685 -0.6191
H -1.3190 -1.6952 -1.8597
H -2.7611 0.7212 -2.0910
H 1.9273 -1.6222 -0.4562
H 0.6428 -2.4451 -1.1996
H 0.6804 -2.1322 0.6474
H 0.5223 0.8186 0.8384
H 0.7256 0.5838 2.7478
H 1.0490 2.0551 2.3393
H 2.1184 0.8940 2.1115
H -1.2733 2.2061 -0.3143
```

- Total charge: +1
- LUMO energy: -2.943 eV
- Frontier orbital gap: 10.83 eV
- HOMO: -0.506 hartree

Atomic partial charges in e from the Mulliken method, atoms 1 to 4: number 1, C, carries -0.5860; number 2, C, carries -0.1780; number 3, C, carries 0.7818; number 4, C, carries -1.2215

***

Computed, not measured: an isolated ion of composition C4H10N3 and charge +1 at a distorted geometry, with ωB97M-V/def2-TZVPD.

XYZ file:
```
17
Properties=species:S:1:pos:R:3
C -3.2846 -1.0214 1.5693
C -1.9922 -1.2224 1.5203
C -0.0332 -0.4157 -0.0219
C 2.1436 0.2782 -1.2630
N 2.7094 1.5209 -1.6358
N -1.0820 -0.0696 0.7150
N 0.7340 0.5191 -0.6306
H -3.9618 -1.7786 1.8094
H -3.9298 -0.1745 1.3150
H -1.3248 -1.9669 1.7862
H 0.2565 -1.5043 -0.0151
H 2.0948 -0.3280 -2.2270
H 2.8230 -0.0613 -0.3464
H 3.6878 1.6680 -1.3540
H 2.1942 2.3078 -1.2260
H -1.4966 0.8042 0.7386
H 0.4618 1.4447 -0.7340
```

- Total charge: +1
- SMILES string: C=CN/C=[NH+]/CN
- LUMO energy: -3.635 eV
- Frontier orbital gap: 9.65 eV
- HOMO: -0.488 hartree

Atomic partial charges in e from the Mulliken method, atoms 1 to 4: number 1, C, carries -0.7899; number 2, C, carries 0.0957; number 3, C, carries 0.2885; number 4, C, carries -0.2418

***

Computed, not measured: C4H10N3 as an isolated structure at a distorted geometry, with ωB97M-V/def2-TZVPD.

XYZ file:
```
17
Properties=species:S:1:pos:R:3
C -0.2102 1.3057 -0.6468
C -2.0499 0.9156 -0.1953
C 0.5245 0.3128 0.1442
C 1.3484 -0.5486 -0.8322
N -0.5148 -0.5106 0.8566
N 1.3913 0.9476 1.0738
N -1.8548 -0.4057 0.3464
H 0.0882 2.2718 -0.9867
H -2.8279 1.1394 -0.8945
H 1.9413 -1.2698 -0.2665
H 2.0311 0.0901 -1.3894
H 0.7044 -1.0767 -1.5351
H -0.2320 -1.4775 0.9809
H 2.0785 0.3376 1.4909
H 0.9113 1.4938 1.7738
H -2.5081 -0.5301 1.1428
H -2.0840 -1.1475 -0.3516
```

- Total charge: +1
- LUMO energy (spin up / spin down): -5.205 / -4.593 eV
- Frontier orbital gap (spin up / spin down): 8.28 / 9.23 eV
- HOMO (spin up / spin down): -0.496 / -0.508 hartree

Atomic partial charges in e from the Mulliken method, atoms 1 to 4: number 1, C, carries -0.7493; number 2, C, carries -0.4544; number 3, C, carries 1.0777; number 4, C, carries -1.3392

***

Computed, not measured: a 2-piece molecular cluster, C4H10N3O2S overall at a distorted geometry, with ωB97M-V/def2-TZVPD.

XYZ file:
```
20
Properties=species:S:1:pos:R:3
C 1.5129 -2.1473 -1.1676
C 0.3923 -0.6350 -2.0347
C -1.8522 -1.4536 -1.3127
C -0.2280 2.3687 1.9414
N 0.2428 -2.4900 -0.9031
N -0.4225 -1.4809 -1.5031
N 1.6389 -1.0288 -1.8654
O 2.3248 1.9219 0.9690
O 0.2213 0.3394 0.3454
S 0.7031 1.7160 0.4851
H 2.3753 -2.7739 -1.0060
H 0.0659 0.2500 -2.4500
H -2.1548 -0.6741 -1.9434
H -2.2978 -2.4305 -1.6475
H -2.0120 -1.3594 -0.2085
H 0.5150 2.8927 2.6664
H -1.0002 3.0901 1.6481
H -0.6014 1.5401 2.4389
H -0.2164 -2.9729 -0.1308
H 2.6780 2.5332 0.3110
```

- Total charge: +1
- LUMO energy: -3.636 eV
- Frontier orbital gap: 9.11 eV
- HOMO: -0.469 hartree

Atomic partial charges in e from the Mulliken method, atoms 1 to 4: number 1, C, carries -0.1524; number 2, C, carries 0.0841; number 3, C, carries -0.7784; number 4, C, carries -0.8079

***

Computed, not measured: a 3-piece molecular cluster, C4H10N4 overall at a distorted geometry, with ωB97M-V/def2-TZVPD.

XYZ file:
```
18
Properties=species:S:1:pos:R:3
C -0.8463 0.0157 -0.5497
N -0.0743 -0.1309 -2.4726
C -0.4820 0.4481 1.8460
C 0.3480 0.5320 -0.1639
N 0.1861 -1.4589 -2.7941
N 0.3292 -0.2813 2.6652
C 1.5393 1.0439 -0.2724
N -1.5411 1.0636 2.1229
H -0.9508 0.1171 -2.9315
H 1.0967 -1.7279 -2.4411
H -0.5143 -2.1388 -2.4921
H 0.1976 -0.2533 3.6726
H 1.2072 -0.6296 2.3218
H -1.7798 1.1263 3.1220
H -1.0698 -1.0255 -0.3302
H -1.6831 0.6997 -0.6430
H 2.0900 1.3740 0.5987
H 1.9472 1.2259 -1.2586
```

- Total charge: 0
- LUMO energy (spin up / spin down): 0.636 / 0.636 eV
- Frontier orbital gap (spin up / spin down): 7.59 / 7.59 eV
- HOMO (spin up / spin down): -0.255 / -0.255 hartree

Atomic partial charges in e from the Mulliken method, atoms 1 to 4: number 1, C, carries -0.5434; number 2, N, carries -0.4337; number 3, C, carries 0.2572; number 4, C, carries 0.3701

***

Computed, not measured: one molecule with the formula C4H10N4 at a distorted geometry, with ωB97M-V/def2-TZVPD.

XYZ file:
```
18
Properties=species:S:1:pos:R:3
C 2.0403 -1.4730 1.2142
C 0.2669 -0.1283 0.2104
C -2.0465 0.8442 0.0373
C -1.0780 1.9426 -0.2294
H 1.5447 -2.4368 1.0207
H 2.5704 -1.5507 2.1682
H 2.7538 -1.2911 0.4203
H 0.6799 -0.1618 2.1840
H -0.6632 -1.1711 -2.3915
H 0.3611 0.0204 -2.6602
H -2.2857 0.2204 -0.8176
H -2.8386 0.9896 0.7735
H -0.7171 1.9358 -1.2454
H -1.1407 2.8973 0.3140
N 1.1136 -0.3701 1.2751
N 0.4868 -0.7678 -0.8896
N -0.3263 -0.3112 -1.9811
N -0.7214 0.8113 0.5972
```

- Total charge: 0
- SMILES string: CN/C(=N/N)N1CC1
- LUMO energy: 1.169 eV
- Frontier orbital gap: 9.53 eV
- HOMO: -0.307 hartree

Atomic partial charges in e from the Mulliken method, atoms 1 to 4: number 1, C, carries -0.7854; number 2, C, carries 0.4717; number 3, C, carries -0.3501; number 4, C, carries -0.3534

***

Computed, not measured: a 2-piece molecular cluster, C4H10N4 overall at a distorted geometry, with ωB97M-V/def2-TZVPD.

XYZ file:
```
18
Properties=species:S:1:pos:R:3
C 0.2359 0.0432 2.5150
C 0.6350 1.2300 0.5048
N 1.8902 0.7167 0.2780
N 0.2733 2.2501 -0.3418
N -0.2271 0.7746 1.3601
H 2.2192 0.7778 -0.6740
H 2.1001 -0.1533 0.7399
H -0.6621 2.5852 -0.1730
H 0.4251 2.0429 -1.3195
H 0.4658 -1.0066 2.2792
H 1.1437 0.4686 2.9550
H -0.5307 0.1038 3.2873
C -1.6913 -1.9513 -1.9210
C -0.6801 -0.9889 -1.5223
N 0.2126 -0.3028 -1.8223
H -2.6434 -1.4509 -2.0999
H -1.7794 -2.7434 -1.1770
H -1.3866 -2.3957 -2.8684
```

- Total charge: 0
- SMILES string: CN=C(N)N.CC#N
- LUMO energy: 0.543 eV
- Frontier orbital gap: 8.61 eV
- HOMO: -0.297 hartree

Atomic partial charges in e from the Mulliken method, atoms 1 to 4: number 1, C, carries -0.9139; number 2, C, carries 0.4350; number 3, N, carries -0.5119; number 4, N, carries -0.5114

***

Computed, not measured: an isolated ion of composition C4H10N4 and charge +2 at a distorted geometry, with ωB97M-V/def2-TZVPD.

XYZ file:
```
18
Properties=species:S:1:pos:R:3
C -0.7890 1.4941 0.7295
C 0.8249 0.5853 0.3231
C 0.2490 -0.6166 -0.1378
C 0.0051 -0.8574 -1.6074
N -1.5871 0.3850 0.8039
N -1.1864 -0.6629 0.4227
N -1.0148 2.7078 0.8897
N 0.7842 -1.8950 0.4154
H 1.2301 1.2228 -0.3742
H 1.3191 0.7734 1.2114
H 0.5810 -0.0886 -2.1074
H -1.0408 -0.7428 -1.8798
H 0.3247 -1.9543 -1.9673
H -0.3097 3.4418 0.6220
H -2.0081 3.1376 0.9937
H -0.0266 -2.6155 0.7122
H 1.3222 -1.8614 1.2936
H 1.3220 -2.4534 -0.3434
```

- Total charge: +2
- SMILES string: C[C@@]1([NH3+])CC(=[NH2+])N=N1
- LUMO energy: -10.274 eV
- Frontier orbital gap: 8.71 eV
- HOMO: -0.698 hartree

Atomic partial charges in e from the Mulliken method, atoms 1 to 4: number 1, C, carries 0.5067; number 2, C, carries -1.4209; number 3, C, carries 1.1786; number 4, C, carries -1.2827

***

Computed, not measured: an isolated ion of composition C4H10N4 and charge +2 at a distorted geometry, with ωB97M-V/def2-TZVPD.

XYZ file:
```
18
Properties=species:S:1:pos:R:3
C -0.4216 1.8342 0.0194
C -2.5989 -0.9008 0.0168
C 1.5658 -0.0816 -1.2459
C 1.6517 -0.0824 1.2165
N -1.4432 1.1995 -0.0115
N -0.2700 -0.7290 0.0306
N -1.3853 -0.2183 0.0101
N 0.8326 0.0326 0.0143
H 0.0272 2.8034 0.0461
H -2.4516 -1.9744 0.1686
H -3.1587 -0.7378 -0.9208
H -3.2705 -0.4811 0.7835
H 2.3935 0.6280 -1.2346
H 1.9816 -1.0884 -1.3576
H 0.9264 0.1252 -2.1036
H 2.4118 0.6996 1.1973
H 1.0507 0.0217 2.1198
H 2.1586 -1.0503 1.2510
```

- Total charge: +2
- SMILES string: C#[N+]N(C)N=[N+](C)C
- LUMO energy: -11.643 eV
- Frontier orbital gap: 8.82 eV
- HOMO: -0.752 hartree

Atomic partial charges in e from the Mulliken method, atoms 1 to 4: number 1, C, carries 0.2097; number 2, C, carries -0.5820; number 3, C, carries -0.7170; number 4, C, carries -0.7074

***

Computed, not measured: an isolated ion of composition C4H10N4 and charge +2 at a distorted geometry, with ωB97M-V/def2-TZVPD.

XYZ file:
```
18
Properties=species:S:1:pos:R:3
C -0.4460 -0.4878 -1.8066
C 2.6554 -0.2308 -0.0446
C -1.4871 0.9056 1.7289
C -1.3456 -0.4703 -0.4011
N 0.8811 -0.4668 -1.5180
N 0.5561 0.4285 0.6454
N 1.2656 -0.1445 -0.3580
N -0.6697 0.3086 0.7625
H -0.5685 0.5962 -2.3214
H 3.0694 -1.2208 0.2316
H 2.9753 0.6739 0.5933
H 3.1499 -0.0645 -0.9505
H -1.8709 0.1455 2.4467
H -0.9709 1.5250 2.4007
H -2.4260 1.4066 1.3609
H -2.3500 -0.0826 -0.4652
H -0.9956 -1.3065 -2.3308
H -1.4225 -1.5153 0.0262
```

- Total charge: +2
- SMILES string: C[N+]1=N[N+](C)=NCC1
- LUMO energy: -12.377 eV
- Frontier orbital gap: 8.87 eV
- HOMO: -0.781 hartree

Atomic partial charges in e from the Mulliken method, atoms 1 to 4: number 1, C, carries -0.2964; number 2, C, carries -0.7311; number 3, C, carries -0.7745; number 4, C, carries -0.6500

***

Computed, not measured: one molecule with the formula C4H10N4O2 at a distorted geometry, with ωB97M-V/def2-TZVPD.

XYZ file:
```
20
Properties=species:S:1:pos:R:3
C -0.2100 0.2156 -0.1918
C -1.7272 -1.7141 0.3539
C -2.5410 0.5690 0.2653
C 3.5961 0.4892 1.2670
N -0.1103 1.4701 -0.2771
N -1.4069 -0.3505 0.1214
N 2.3151 -0.0454 0.8432
N 2.1996 -0.5787 -0.2279
O 0.7943 -0.8787 -0.4862
O 2.8667 -1.1138 -1.0618
H -2.4783 -2.1343 -0.3307
H -0.9128 -2.3123 0.3202
H -2.2437 -1.5449 1.3833
H -2.2993 1.3983 -0.4444
H -3.4817 0.0191 0.1332
H -2.4971 0.9638 1.2018
H 3.5016 1.1123 2.1005
H 4.2974 -0.2743 1.3914
H 3.9978 1.1530 0.5008
H 0.7662 1.8080 -0.6113
```

- Total charge: 0
- SMILES string: [H]/N=C(\O/[N+]([O-])=N/C)N(C)C
- LUMO energy: 0.819 eV
- Frontier orbital gap: 9.46 eV
- HOMO: -0.318 hartree

Atomic partial charges in e from the Mulliken method, atoms 1 to 4: number 1, C, carries 0.6783; number 2, C, carries -0.9400; number 3, C, carries -1.0364; number 4, C, carries -0.7616

***

Computed, not measured: an isolated ion of composition C4H10NO and charge -1 at a distorted geometry, with ωB97M-V/def2-TZVPD.

XYZ file:
```
16
Properties=species:S:1:pos:R:3
C -1.6912 -1.6685 0.2893
N -0.4085 -1.0389 0.2591
C 0.1094 -0.2287 -0.8861
C 1.3939 0.5378 -0.3487
C 0.9643 1.7668 0.4456
O 1.9125 2.4599 1.1501
H -1.9285 -2.1073 -0.7215
H -2.4865 -0.8748 0.3194
H -1.6401 -2.3848 1.1219
H -0.4040 -0.4163 1.0344
H -0.5521 0.6081 -1.2527
H 0.3159 -0.8703 -1.6634
H 1.7303 -0.1649 0.4175
H 2.2175 0.6817 -1.0917
H 0.3054 2.5228 -0.0890
H 0.1616 1.1774 1.0157
```

- Total charge: -1
- SMILES string: CNCCC[O-]
- LUMO energy: 3.770 eV
- Frontier orbital gap: 5.91 eV
- HOMO: -0.079 hartree

Atomic partial charges in e from the Mulliken method, atoms 1 to 4: number 1, C, carries -0.9022; number 2, N, carries -0.3725; number 3, C, carries -0.5850; number 4, C, carries -0.6274

***

Computed, not measured: a 2-piece molecular cluster, C4H10NO overall at a distorted geometry, with ωB97M-V/def2-TZVPD.

XYZ file:
```
16
Properties=species:S:1:pos:R:3
C -0.0850 -0.6168 -0.7394
O 0.8030 -0.8332 0.2641
C -1.3707 -1.4335 -0.5105
N -2.4170 -1.0289 -1.4640
H -0.3357 0.4765 -0.8379
H 0.2826 -0.9047 -1.7401
H -1.1037 -2.4926 -0.7251
H -1.6568 -1.4550 0.5706
H -3.2632 -1.5869 -1.3378
H -2.6977 -0.0472 -1.2686
C 2.1659 2.4496 1.0246
C 1.3096 1.5678 1.6121
H 2.7361 2.1730 0.1494
H 2.3376 3.4723 1.4104
H 1.1447 0.6369 0.9957
H 0.9326 1.7934 2.5979
```

- Total charge: -1
- LUMO energy: 4.384 eV
- Frontier orbital gap: 6.96 eV
- HOMO: -0.095 hartree

Atomic partial charges in e from the Mulliken method, atoms 1 to 4: number 1, C, carries -0.3042; number 2, O, carries -0.8857; number 3, C, carries -0.3964; number 4, N, carries -0.5921

***

Computed, not measured: an isolated ion of composition C4H10NO and charge -2 at a distorted geometry, with ωB97M-V/def2-TZVPD.

XYZ file:
```
16
Properties=species:S:1:pos:R:3
C 1.7013 -0.6649 -0.1460
C 0.5609 0.3460 0.3495
C -0.5061 -0.3514 1.3840
N -0.0611 1.1338 -0.7344
C -1.3301 0.2848 -1.3026
O -2.3918 0.2048 -0.5739
H 1.2608 -1.5794 -0.3325
H 2.4651 -0.8659 0.7282
H 2.4562 -0.1875 -0.8710
H 1.1282 1.1603 0.9664
H -0.8397 -1.4967 0.9823
H -1.4284 0.3298 1.5674
H -0.1694 -0.4823 2.4258
H -0.5781 2.0137 -0.5150
H -0.6768 -0.6575 -1.5410
H -1.5910 0.8124 -2.3872
```

- Spin multiplicity: 2
- Total charge: -2
- LUMO energy (spin up / spin down): 7.302 / 7.301 eV
- Frontier orbital gap (spin up / spin down): 2.84 / 7.03 eV
- HOMO (spin up / spin down): 0.164 / 0.010 hartree

Atomic partial charges in e from the Mulliken method, atoms 1 to 4: number 1, C, carries -3.9849; number 2, C, carries 0.5713; number 3, C, carries -2.2580; number 4, N, carries -0.6066

***

Record order is preserved below.
Relative energy (zero: lowest compared OMol25 entry of this formula, charge and spin): 38.87; 72.84; 154.85; 14.73; 158.03; 61.25; 23.00; 97.15; 163.78; 164.11; 131.07; 37.83; 34.27; 45.65 kcal per mole
Record order is preserved below.
DFT total energy: -322.39863; -322.34449; -322.21381; -871.03229; -377.19497; -377.34920; -377.41015; -376.64851; -376.54232; -376.54179; -527.72163; -288.33136; -288.33702; -288.15133 hartree